A molecular structure, C17H25BN6O2Se4W. Source: OMol25; level of theory: ωB97M-V with the def2-TZVPD basis set.

Summary:
<S²>: 2.01
Energy relative to the best compared isomer or geometry (same formula, charge and spin), kcal/mol: 0.0
Gap between HOMO and LUMO (spin up / spin down), eV: 6.815 / 6.361
HOMO (spin up / spin down), eV: -7.49 / -7.67
LUMO energy (spin up / spin down), eV: -0.7 / -1.3
Strongest force on any atom, eV Å⁻¹: 0.372

```
! wB97M-V def2-TZVPD RIJCOSX def2/J DEFGRID3
* xyz 0 3
W 0.3652 0.0276 0.1775
C 1.1515 3.2648 1.6682
C -0.1966 3.0887 1.0664
C -1.2208 4.0318 1.0800
C -2.2763 3.4607 0.3962
C -3.6229 4.0308 0.1007
N -1.8950 2.2398 0.0012
N -0.6193 1.9965 0.4072
B -2.6620 1.2285 -0.8649
N -1.8074 0.8865 -2.0909
N -0.5823 0.3186 -1.9360
C -0.1214 0.0369 -3.1560
C 1.1611 -0.6740 -3.4387
C -1.0580 0.4504 -4.1099
C -2.1118 0.9809 -3.3957
C -3.3912 1.5642 -3.8948
N -2.8827 -0.0588 -0.0627
N -1.8083 -0.7784 0.3485
C -2.2724 -1.9028 0.9002
C -1.4213 -3.0035 1.4372
C -3.6696 -1.8939 0.8500
C -4.0179 -0.7121 0.2294
C -5.3708 -0.1759 -0.1007
H 1.1746 4.2056 2.2158
H 1.9243 3.2896 0.8984
H 1.4054 2.4505 2.3464
H -1.1897 5.0084 1.5315
H -3.7092 5.0103 0.5665
H -4.4192 3.3948 0.4869
H -3.7810 4.1452 -0.9719
H -3.7069 1.6936 -1.2030
H 1.7453 -0.8371 -2.5405
H 1.7651 -0.1007 -4.1425
H 0.9428 -1.6412 -3.8953
H -0.9761 0.3611 -5.1799
H -3.4216 1.4940 -4.9802
H -3.4862 2.6146 -3.6174
H -4.2561 1.0366 -3.4926
H -0.4857 -2.6348 1.8490
H -1.1874 -3.7173 0.6455
H -1.9642 -3.5328 2.2194
H -4.3352 -2.6557 1.2192
H -6.1314 -0.8795 0.2317
H -5.4905 -0.0240 -1.1736
H -5.5523 0.7802 0.3912
Se 0.6321 -0.1920 2.4129
Se 4.1000 0.3080 2.5892
Se 4.9485 2.2879 2.5327
Se 2.3434 0.8897 -0.4959
C 1.4680 -3.8944 -1.1279
C 1.6014 -2.6523 -0.2865
O 2.5255 -2.4310 0.4519
O 0.5687 -1.8186 -0.4715
H 2.1570 -4.6578 -0.7782
H 1.7111 -3.6390 -2.1612
H 0.4425 -4.2593 -1.1130
*
```

Listed below, in e, are the natural (NBO) charges computed for each atom: 0.845 -0.660 0.233 -0.345 0.225 -0.642 -0.311 -0.337 0.517 -0.318 -0.352 0.223 -0.650 -0.351 0.217 -0.642 -0.316 -0.357 0.223 -0.649 -0.348 0.213 -0.641 0.226 0.244 0.247 0.230 0.230 0.229 0.230 -0.023 0.238 0.230 0.225 0.227 0.229 0.227 0.226 0.243 0.226 0.224 0.227 0.229 0.226 0.226 -0.034 0.070 -0.072 -0.002 -0.712 0.800 -0.583 -0.754 0.233 0.235 0.227